[1]
Molecular formula: C48H47N4O2P2RuS3Te
Method: DFT, ωB97M-V/def2-TZVPD

Computed properties:
Maximum force   1.02 eV Å⁻¹
HOMO energy (spin up / spin down)   -5.77 / -6.99 eV
Calculated total energy   -121549.9545 eV
Relative energy (zero: lowest compared OMol25 entry of this formula, charge and spin)   37.5 kcal per mole

The geometry in ORCA input format:
```
! wB97M-V def2-TZVPD RIJCOSX def2/J DEFGRID3
* xyz 0 6
Ru 1.0649 0.1587 0.2731
C 0.7242 -3.6425 2.2127
O 1.3764 -2.4221 1.9004
C 2.7100 -2.4004 2.1237
C 3.4062 -3.4838 2.6303
C 4.7689 -3.3926 2.8820
C 5.4431 -2.2052 2.6527
C 4.7621 -1.1173 2.1496
C 3.3903 -1.1805 1.8582
N 2.7044 -0.0733 1.4058
N 3.5061 0.9871 1.0770
C 3.1266 2.2846 1.4706
C 1.7879 2.6760 1.5829
O 0.7689 1.9138 1.2737
C 1.4956 4.0121 1.9951
C 2.4791 4.9215 2.2088
C 3.8430 4.5580 2.0820
C 4.8732 5.4944 2.3064
C 6.1905 5.1323 2.2294
C 6.5212 3.7987 1.9360
C 5.5427 2.8707 1.6972
C 4.1713 3.2220 1.7356
H 0.7897 -3.8573 3.2832
H 1.1514 -4.4690 1.6427
H -0.3174 -3.5141 1.9352
H 2.9033 -4.4191 2.8278
H 5.2946 -4.2549 3.2713
H 6.5003 -2.1262 2.8679
H 5.2755 -0.1810 1.9903
H 0.4451 4.2646 2.0785
H 2.2339 5.9431 2.4762
H 4.5963 6.5151 2.5448
H 6.9731 5.8584 2.4071
H 7.5616 3.4995 1.9075
H 5.8238 1.8465 1.4927
C -6.0116 -1.9759 -4.4463
S -5.0744 -3.0239 -3.3051
C -3.6706 -1.9057 -3.0134
C -2.6955 -2.5428 -2.0371
C -1.5233 -1.6199 -1.7139
N -1.8913 -0.3969 -0.9285
P -1.7114 -0.8684 0.7981
C -3.3279 -1.7175 1.0518
C -4.4745 -1.3971 0.3276
C -5.6619 -2.0715 0.5579
C -5.7223 -3.0657 1.5249
C -4.5939 -3.3735 2.2692
C -3.4024 -2.7029 2.0316
C -2.0824 0.5281 1.9334
C -3.2419 1.2997 1.9502
C -3.4426 2.2394 2.9454
C -2.5171 2.3792 3.9720
C -1.3995 1.5634 4.0107
C -1.1855 0.6424 2.9965
P -0.6447 0.8089 -1.1432
C -1.5417 2.3737 -0.9020
C -0.7843 3.5206 -0.6792
C -1.4039 4.7553 -0.5702
C -2.7820 4.8518 -0.7030
C -3.5362 3.7152 -0.9544
C -2.9183 2.4787 -1.0572
C -0.4494 0.9765 -2.9500
C -1.5410 0.9665 -3.8153
C -1.3508 1.1705 -5.1709
C -0.0731 1.3995 -5.6684
C 1.0131 1.4314 -4.8093
C 0.8251 1.2220 -3.4496
H -6.8699 -2.5538 -4.7804
H -5.3917 -1.7139 -5.3021
H -6.3519 -1.0763 -3.9355
H -4.0648 -0.9707 -2.6107
H -3.1853 -1.7076 -3.9718
H -2.2908 -3.4562 -2.4825
H -3.2250 -2.8328 -1.1313
H -1.0752 -1.3040 -2.6558
H -0.7564 -2.1981 -1.1827
H -4.4198 -0.6338 -0.4368
H -6.5401 -1.8312 -0.0280
H -6.6479 -3.5998 1.6967
H -4.6382 -4.1452 3.0273
H -2.5184 -2.9430 2.6133
H -3.9978 1.1640 1.1914
H -4.3322 2.8569 2.9278
H -2.6812 3.1113 4.7529
H -0.6862 1.6534 4.8201
H -0.3202 -0.0085 3.0278
H 0.2921 3.4405 -0.5878
H -0.8128 5.6421 -0.3798
H -3.2678 5.8159 -0.6203
H -4.6112 3.7899 -1.0650
H -3.4973 1.5870 -1.2619
H -2.5366 0.7961 -3.4218
H -2.1991 1.1598 -5.8437
H 0.0720 1.5584 -6.7294
H 2.0088 1.6135 -5.1924
H 1.6701 1.2490 -2.7715
Te 4.3865 0.7846 -0.8492
S 1.9507 -1.1276 -1.5548
C 2.7476 -2.6111 -1.0623
N 2.0368 -3.8151 -1.2085
C 2.7397 -4.7973 -2.0283
C 4.1910 -4.6691 -1.6102
S 4.4508 -2.8691 -1.4384
H 1.0673 -3.6713 -1.4529
H 2.6342 -4.5761 -3.0984
H 2.3462 -5.7961 -1.8313
H 4.8851 -5.0574 -2.3514
H 4.3684 -5.1359 -0.6414
*
```

[2]
Molecular formula: C3H3O3P
Method: DFT, ωB97M-V/def2-TZVPD

Computed properties:
Maximum force   6.33 eV Å⁻¹
Structure (SMILES)   O=P([O-])([O-])C1=CC1
HOMO energy   0.84 eV
Calculated total energy   -18588.9753 eV
Relative energy (zero: lowest compared OMol25 entry of this formula, charge and spin)   2.3 kcal per mole

The geometry in ORCA input format:
```
! wB97M-V def2-TZVPD RIJCOSX def2/J DEFGRID3
* xyz -2 1
C 1.1151 0.0562 1.0466
C 0.1641 0.0992 0.0722
C 1.3993 -0.8848 -0.0896
O -1.3985 1.0378 -1.8764
O -2.5381 -0.4922 -0.1847
O -1.8129 1.8097 0.5910
P -1.5931 0.7104 -0.4458
H 1.3886 0.1868 2.0050
H 2.1197 -0.5646 -0.9594
H 1.1559 -1.9585 -0.1589
*
```

[3]
Molecular formula: C18H45O12P3
Method: DFT, ωB97M-V/def2-TZVPD

Computed properties:
Maximum force   3.72 eV Å⁻¹
Structure (SMILES)   CCOP(=O)(OCC)OCC.CCOP(=O)(OCC)OCC.CCOP(=O)(OCC)OCC
HOMO energy   -10.35 eV
Calculated total energy   -71837.3009 eV
Relative energy (zero: lowest compared OMol25 entry of this formula, charge and spin)   82.7 kcal per mole

The geometry in ORCA input format:
```
! wB97M-V def2-TZVPD RIJCOSX def2/J DEFGRID3
* xyz 0 1
C -28.2816 25.7279 16.3674
C -28.5729 25.2521 17.7694
O -27.2421 25.3175 18.3647
P -26.4477 23.9337 18.5224
O -27.3706 22.7353 18.6581
O -25.3775 24.1265 19.6648
C -25.5626 23.7245 21.0130
C -26.9593 23.5668 21.7886
O -25.5350 23.7592 17.1707
C -25.0184 22.4301 17.0797
C -23.6525 22.3546 16.4495
H -28.3720 26.7856 16.1201
H -27.3272 25.3211 16.0330
H -28.9589 25.4080 15.5756
H -29.1785 26.0595 18.1810
H -29.1748 24.3560 17.9207
H -25.0054 22.7896 21.0735
H -24.9048 24.4032 21.5560
H -27.7752 23.3064 21.1144
H -26.7792 22.9549 22.6725
H -27.3774 24.5129 22.1323
H -24.9748 21.8929 18.0271
H -25.7300 21.9051 16.4424
H -23.1416 21.5074 16.9071
H -23.7021 22.1287 15.3844
H -23.1455 23.2754 16.7381
C -25.7734 31.0406 12.7533
C -24.7619 29.8782 12.6956
O -23.4635 30.5504 12.6810
P -22.1962 29.6622 12.2000
O -20.9789 30.4335 12.1422
O -22.1200 28.2654 13.0880
C -20.9879 27.4675 12.9609
C -20.8081 26.3995 14.0282
O -22.7417 29.1402 10.7325
C -22.4871 29.7688 9.5017
C -23.1545 31.0689 9.2349
H -25.5620 31.4025 13.7595
H -25.5378 31.7863 11.9940
H -26.7808 30.6247 12.7350
H -24.8029 29.3195 13.6307
H -24.9439 29.3210 11.7766
H -21.0753 27.1150 11.9332
H -20.0988 28.0668 13.1569
H -20.4886 26.8565 14.9648
H -21.7748 25.9123 14.1554
H -20.0871 25.6216 13.7766
H -21.4738 29.7424 9.1009
H -22.8597 28.9466 8.8908
H -24.2081 31.1482 9.5030
H -22.6544 31.9498 9.6373
H -23.0580 31.1589 8.1529
C -24.9077 20.1817 12.5730
C -25.7854 21.4312 12.3918
O -25.0278 22.6071 12.4189
P -25.1783 23.8613 11.3677
O -26.2521 23.7964 10.4114
O -25.1958 25.0709 12.3923
C -25.7994 26.2987 11.8783
C -26.7067 26.8062 12.9558
O -23.6972 24.0705 10.6718
C -22.5385 24.0039 11.6002
C -21.4277 23.1530 11.1779
H -25.4692 19.3582 13.0141
H -24.4236 19.8945 11.6396
H -23.9769 20.3318 13.1199
H -26.2929 21.3363 11.4319
H -26.6040 21.3885 13.1103
H -25.1146 27.0391 11.4649
H -26.3905 26.0911 10.9864
H -27.2442 26.0765 13.5614
H -26.0550 27.2108 13.7302
H -27.4038 27.6388 12.8604
H -22.1762 25.0304 11.5428
H -22.7454 23.9003 12.6653
H -21.6480 22.0866 11.2252
H -21.2391 23.3068 10.1154
H -20.4407 23.2944 11.6181
*
```

[4]
Molecular formula: CH2O2S3
Method: DFT, ωB97M-V/def2-TZVPD

Computed properties:
Maximum force   2.93 eV Å⁻¹
Structure (SMILES)   O=S1(=O)S[C@H]1S
HOMO energy   -10.30 eV
Calculated total energy   -37667.7775 eV
Relative energy (zero: lowest compared OMol25 entry of this formula, charge and spin)   33.0 kcal per mole

The geometry in ORCA input format:
```
! wB97M-V def2-TZVPD RIJCOSX def2/J DEFGRID3
* xyz 0 1
C 0.3997 0.4502 -0.1317
O 1.4367 -1.7023 1.0504
O 2.1720 0.5230 1.8805
S 2.0407 0.2064 -1.1823
S -1.1390 -0.3610 -0.5141
S 1.7005 -0.2804 0.7823
H 0.4817 1.5089 0.0198
H -1.3549 -0.9104 0.6640
*
```

[5]
Molecular formula: C47H90GaO13
Method: DFT, ωB97M-V/def2-TZVPD

Computed properties:
Maximum force   1.11 eV Å⁻¹
HOMO energy   -4.74 eV
Calculated total energy   -129191.9106 eV

The geometry in ORCA input format:
```
! wB97M-V def2-TZVPD RIJCOSX def2/J DEFGRID3
* xyz -1 1
C -2.5049 0.4725 0.5400
C -1.0706 0.1981 0.9095
C -0.5121 0.8894 2.0090
C 0.8085 0.6290 2.4158
C 1.6272 -0.3031 1.7458
C 3.0359 -0.5587 2.2266
C 3.2797 -2.0469 2.5483
C 4.1065 -0.0082 1.2593
C 1.0770 -0.9740 0.6250
O 1.8632 -1.8257 -0.0677
C 1.3498 -3.1852 -0.2338
Ga 0.7194 -3.6505 -2.1260
C -0.2598 -0.7268 0.2151
H -2.7180 0.2312 -0.4989
H -2.7077 1.5254 0.7246
H -3.1754 -0.1180 1.1654
H -1.1169 1.6026 2.5565
H 1.2163 1.1537 3.2714
H 3.1127 -0.0080 3.1682
H 2.3234 -2.5225 2.7742
H 3.9409 -2.1564 3.4061
H 3.6914 -2.5536 1.6793
H 4.6266 0.8423 1.6984
H 4.8605 -0.7714 1.0679
H 3.6929 0.2880 0.3018
H 2.1842 -3.8426 0.0351
H 0.5815 -3.3744 0.5227
H 1.9058 -3.4019 -3.1878
H -0.5277 -2.7021 -2.5335
H 0.2466 -5.1965 -2.1874
H -0.6400 -1.2618 -0.6481
C 1.6410 -1.7251 -5.9573
C 0.9108 -2.9928 -6.3332
O 0.1525 -3.5224 -5.5650
C 1.2069 -3.5633 -7.7039
H 1.3518 -1.4402 -4.9488
H 2.7176 -1.9024 -5.9902
H 1.4006 -0.9242 -6.6617
H 2.2708 -3.7888 -7.7816
H 0.9456 -2.8387 -8.4790
H 0.6308 -4.4750 -7.8474
C 2.0594 -4.6829 7.1670
C 2.4379 -3.4144 6.4356
O 3.5844 -3.0407 6.3751
C 1.3054 -2.6499 5.7963
H 2.9505 -5.1445 7.5848
H 1.3530 -4.4570 7.9676
H 1.5746 -5.3783 6.4801
H 0.5911 -2.3448 6.5635
H 0.7898 -3.2780 5.0685
H 1.6958 -1.7688 5.2929
C -0.8121 5.2191 0.9658
C -1.2587 4.3026 -0.1388
O -2.3877 3.8828 -0.2605
C -0.1726 3.8915 -1.0988
H -1.6369 5.4332 1.6431
H -0.0024 4.7090 1.4880
H -0.4229 6.1514 0.5546
H 0.6204 3.3897 -0.5401
H 0.2547 4.7732 -1.5817
H -0.5762 3.2153 -1.8490
C -5.5145 3.0542 -4.3342
C -5.8928 2.6927 -2.9153
O -6.7737 1.8977 -2.6836
C -5.1172 3.3798 -1.8222
H -6.1376 2.5014 -5.0327
H -5.6438 4.1263 -4.4940
H -4.4653 2.8136 -4.5119
H -5.2534 4.4596 -1.8941
H -4.0524 3.1638 -1.9027
H -5.4715 3.0354 -0.8535
C 2.1419 -6.4988 -4.6702
C 3.2810 -6.1356 -5.5826
O 3.4851 -5.0108 -5.9823
C 4.1929 -7.2745 -5.9884
H 1.5570 -5.6191 -4.4153
H 1.5008 -7.2279 -5.1723
H 2.5385 -6.9406 -3.7543
H 3.6185 -8.0473 -6.5031
H 4.6360 -7.7179 -5.0947
H 4.9790 -6.9050 -6.6436
C -7.0227 8.5378 0.6828
C -5.6354 8.0841 0.2848
O -4.7432 8.8790 0.0993
C -5.4473 6.5984 0.1539
H -7.0507 9.6223 0.7575
H -7.7515 8.2020 -0.0569
H -7.2933 8.0902 1.6411
H -6.1235 6.1960 -0.6023
H -5.6749 6.1088 1.1016
H -4.4191 6.3774 -0.1264
C -6.7246 6.0313 5.1530
C -6.2598 5.0459 4.1094
O -6.4840 5.2159 2.9329
C -5.5076 3.8364 4.6002
H -7.2527 6.8535 4.6763
H -7.3872 5.5349 5.8641
H -5.8688 6.4194 5.7074
H -6.1298 3.2662 5.2923
H -4.6091 4.1472 5.1359
H -5.2291 3.2087 3.7578
C 3.7444 2.8989 2.7993
C 3.1326 4.2222 2.4176
O 2.1993 4.2908 1.6520
C 3.7463 5.4598 3.0283
H 3.2238 2.0944 2.2874
H 4.7995 2.8808 2.5204
H 3.6806 2.7525 3.8795
H 4.8010 5.5254 2.7562
H 3.6850 5.4084 4.1166
H 3.2221 6.3442 2.6745
C 4.7556 -4.3016 -2.3579
C 5.4460 -5.6009 -2.0506
O 5.0100 -6.6705 -2.4247
C 6.7227 -5.5338 -1.2437
H 3.8438 -4.4815 -2.9217
H 4.4926 -3.7820 -1.4342
H 5.4199 -3.6617 -2.9427
H 6.5254 -5.0750 -0.2734
H 7.4687 -4.9275 -1.7608
H 7.1024 -6.5407 -1.0907
C -9.5165 4.3616 2.3094
C -10.4559 3.1868 2.4201
O -10.8519 2.7886 3.4908
C -10.8696 2.5324 1.1243
H -9.2901 4.7404 3.3025
H -8.5884 4.0627 1.8212
H -9.9728 5.1552 1.7147
H -9.9904 2.1687 0.5900
H -11.3705 3.2587 0.4820
H -11.5406 1.7024 1.3297
C 4.2493 4.6805 -1.5892
C 4.1032 3.1999 -1.3147
O 4.8302 2.6205 -0.5456
C 2.9999 2.4825 -2.0519
H 5.0729 5.0822 -1.0038
H 4.4393 4.8471 -2.6508
H 3.3256 5.2005 -1.3281
H 3.1505 2.5718 -3.1296
H 2.0369 2.9310 -1.8121
H 2.9871 1.4315 -1.7737
C 4.6885 -9.0579 -0.0328
C 6.1401 -9.4227 0.1496
O 6.9748 -8.5906 0.4123
C 6.5019 -10.8804 -0.0262
H 4.5570 -7.9889 0.1062
H 4.3590 -9.3256 -1.0376
H 4.0715 -9.6043 0.6836
H 6.2286 -11.2127 -1.0289
H 5.9512 -11.4917 0.6907
H 7.5703 -11.0141 0.1243
*
```

[6]
Molecular formula: H6N2
Method: DFT, ωB97M-V/def2-TZVPD

Computed properties:
Maximum force   2.42 eV Å⁻¹
Structure (SMILES)   N.N
HOMO energy   -10.30 eV
Calculated total energy   -3077.3710 eV
Relative energy (zero: lowest compared OMol25 entry of this formula, charge and spin)   8.1 kcal per mole

The geometry in ORCA input format:
```
! wB97M-V def2-TZVPD RIJCOSX def2/J DEFGRID3
* xyz 0 1
H 2.6800 0.4733 0.6619
H 1.6102 0.5461 -0.3028
H 1.8581 -0.8611 0.3307
H -1.4361 -0.5793 -0.4125
H -2.9365 -0.4648 -0.1107
H -2.0737 0.9680 -0.1896
N 2.3444 -0.0637 -0.0934
N -2.0464 -0.0185 0.1163
*
```

- Which value of maximum force does entry 3 give?
  3.72 eV Å⁻¹